Here is C16H42CuN4O9 as an isolated structure in a non-equilibrium geometry from the Open Molecules 2025 dataset. Energies are from ωB97M-V with the def2-TZVPD basis set.

Results
- frontier orbital gap (spin up / spin down) (eV) = 7.383 / 3.368
- expectation value of S² = 2.017
- net charge = +3
- electronic energy (Ha) = -3170.0614
- LUMO energy (spin up / spin down) (Ha) = -0.343 / -0.491
- 2S+1 = 3

Each line ends with the Löwdin charge.
Atoms and positions in Å:
H -19.468 0.862 -28.210  0.09
H -13.977 -5.245 -32.652  0.11
H -12.906 1.892 -33.739  0.07
H -11.869 3.314 -34.236  0.10
C -14.177 -4.545 -23.182  -0.11
C -18.517 0.350 -28.360  -0.14
N -14.624 -1.597 -26.601  -0.56
H -13.207 -6.168 -29.014  0.14
H -13.909 -4.735 -22.143  0.10
H -13.860 0.318 -23.652  0.14
O -13.138 -7.009 -26.788  -0.17
H -15.199 -4.165 -23.191  0.08
H -14.094 -5.450 -23.784  0.04
O -15.933 0.788 -23.442  0.20
O -14.785 -2.195 -25.549  0.00
H -14.183 -3.545 -32.609  0.10
H -14.879 0.552 -29.365  0.12
H -11.052 -4.809 -30.834  0.14
C -12.656 2.941 -33.581  -0.06
O -13.248 -3.648 -23.802  -0.14
H -14.529 -8.437 -26.345  0.10
N -12.922 2.652 -31.017  0.00
H -11.967 -3.836 -26.509  0.14
C -17.878 -2.713 -24.762  -0.05
O -13.082 -4.307 -31.026  -0.24
O -13.615 -1.693 -27.257  -0.01
H -16.808 0.434 -27.522  0.00
O -15.526 -0.804 -26.853  0.01
H -17.209 -3.276 -25.413  0.09
C -13.052 1.604 -27.542  -0.01
H -12.579 -4.227 -33.054  0.11
H -13.485 3.619 -33.784  0.09
H -14.262 1.989 -24.069  0.11
H -16.270 -1.846 -24.404  0.03
N -11.925 -4.610 -28.334  0.06
H -11.098 2.823 -32.132  0.13
H -16.398 0.014 -23.767  0.09
H -14.002 1.432 -27.036  0.08
H -18.555 0.016 -29.397  0.08
H -11.697 3.348 -29.324  0.17
H -12.761 2.483 -26.969  0.11
C -13.913 1.559 -31.026  0.06
H -12.128 -6.050 -31.422  0.15
H -12.071 4.268 -32.008  0.13
N -13.335 1.972 -28.906  -0.08
C -12.301 -5.982 -26.244  -0.11
C -12.123 3.192 -32.174  -0.16
O -17.076 -1.935 -23.891  -0.02
O -17.311 1.053 -28.056  -0.13
Cu -13.186 -2.873 -29.179  0.72
H -13.136 -8.562 -25.353  0.11
H -11.294 -6.397 -26.290  0.16
C -12.577 2.843 -29.696  0.06
H -13.786 -3.191 -24.452  0.00
H -11.523 -6.542 -29.036  0.16
H -13.534 -4.295 -26.899  0.13
H -14.212 1.201 -32.000  0.12
C -14.634 0.964 -24.065  0.01
H -12.260 0.871 -27.391  0.11
H -10.976 -4.263 -28.352  0.17
H -18.482 -3.446 -24.228  0.12
H -12.646 -5.753 -25.236  0.11
H -14.797 0.861 -25.137  0.07
C -13.448 -4.324 -32.404  -0.04
C -13.808 -7.829 -25.798  -0.02
H -18.664 -0.505 -27.700  0.06
H -18.390 -1.990 -25.396  0.11
C -14.161 1.273 -29.725  -0.05
H -14.322 -7.282 -25.007  0.08
C -12.235 -5.753 -29.280  -0.07
C -12.040 -5.248 -30.689  -0.16
C -12.505 -4.637 -27.016  -0.13


Here is C16H44AlB3O8S4 as an isolated structure in a non-equilibrium geometry from the Open Molecules 2025 dataset. Energies are from ωB97M-V with the def2-TZVPD basis set.

Results
- frontier orbital gap (spin up / spin down) (eV) = 4.731 / 4.058
- expectation value of S² = 1.503
- net charge = +1
- electronic energy (Ha) = -3146.6648
- LUMO energy (spin up / spin down) (Ha) = -0.275 / -0.297
- ΔE to the lowest compared entry with this formula, charge and spin (kcal per mole) = 0.00
- 2S+1 = 2

Each line ends with the Löwdin charge.
Atoms and positions in Å:
H 1.175 -1.134 1.085  0.04
O -1.009 -1.514 2.127  -0.42
H -2.713 0.553 -1.834  0.03
C -0.883 -4.101 4.813  -0.19
H 0.250 -3.093 -4.849  0.10
S -1.680 -2.358 -2.015  0.74
H 3.422 -0.151 -0.288  0.07
H -1.799 -0.953 -4.091  0.10
H -1.335 -2.877 -5.564  0.12
H 1.241 -0.208 2.504  0.03
O -3.091 -2.631 -1.968  -0.31
C -1.826 -3.756 3.598  -0.16
C -2.971 5.551 1.461  -0.26
C -2.093 6.779 1.512  -0.16
H -0.469 4.798 4.050  0.11
H 0.053 6.908 2.262  0.11
C 0.480 -4.501 4.139  -0.19
H -2.677 -3.090 3.738  0.10
H -2.562 2.303 -1.562  0.05
H 2.741 -1.075 1.848  0.05
S 2.321 -0.930 -2.013  0.78
Al -0.738 0.852 0.566  1.28
H -1.109 3.345 -0.295  -0.09
H 5.408 0.080 -3.503  0.11
C 4.667 0.329 -2.742  -0.16
H -0.629 4.834 -1.172  0.00
H 5.392 -1.700 -1.979  0.11
C -0.815 -3.047 -4.621  -0.19
O 2.010 -2.191 -2.691  -0.33
H -0.193 -5.037 -4.065  0.11
C 3.219 0.129 -3.296  -0.15
O -3.571 3.970 3.486  -0.32
H -0.757 -3.206 5.423  0.10
C 3.707 -1.013 -0.890  -0.26
S -0.749 -2.943 2.235  0.70
H -1.967 7.098 0.477  0.12
C -1.213 -1.811 -3.762  -0.18
O -1.106 -1.592 -0.851  -0.44
H -2.389 1.612 -3.196  0.04
C 0.780 -3.363 3.172  -0.23
H -1.237 -4.568 -1.400  0.09
H 3.616 -1.823 -0.165  0.12
H 4.735 1.320 -2.294  0.11
H -1.758 6.046 4.052  0.11
H 1.332 -4.419 4.813  0.12
C -1.184 5.351 3.440  -0.17
O 1.183 -0.233 -1.322  -0.41
C 4.987 -0.754 -1.620  -0.20
H -2.068 -4.693 3.096  0.09
C -0.756 6.180 2.195  -0.20
H 2.723 1.070 -3.057  0.09
H 5.870 -0.504 -1.032  0.12
H -2.622 7.503 2.131  0.11
O -1.798 3.188 1.940  -0.43
H 1.562 -3.482 2.422  0.10
H 2.083 0.343 1.046  -0.02
C -0.972 -4.336 -3.766  -0.19
H -3.158 5.156 0.463  0.11
H 0.172 -3.841 -1.938  0.08
H -3.975 5.804 1.801  0.11
B -0.407 3.796 -0.978  -0.24
H 0.331 -5.524 3.792  0.12
O -0.932 -3.780 1.101  -0.31
H 3.165 -0.228 -4.324  0.11
H -1.861 -4.813 -4.178  0.11
H 0.503 3.561 -0.447  0.05
H -0.226 -1.357 -3.674  0.06
C -0.857 -4.007 -2.255  -0.18
S -2.445 4.308 2.613  0.71
H -0.378 3.158 -1.847  0.04
H -0.218 5.647 1.410  0.09
H -1.153 1.320 -2.037  -0.02
H -1.361 -4.765 5.532  0.11
B -2.218 1.461 -2.142  -0.22
H 0.959 -2.439 3.721  0.10
B 1.841 -0.510 1.660  -0.25


Here is C16H44CrN4SSi2Te as an isolated structure in a non-equilibrium geometry from the Open Molecules 2025 dataset. Energies are from ωB97M-V with the def2-TZVPD basis set.

Results
- frontier orbital gap (spin up / spin down) (eV) = 8.227 / 8.203
- expectation value of S² = 6.020
- net charge = +2
- electronic energy (Ha) = -3144.2762
- LUMO energy (spin up / spin down) (Ha) = -0.185 / -0.204
- 2S+1 = 5

Each line ends with the Löwdin charge.
Atoms and positions in Å:
H -0.976 1.123 2.649  0.12
H -4.045 0.008 -1.444  0.09
C -3.184 0.360 -0.880  -0.37
H 6.417 1.212 -0.343  0.01
H -1.882 2.141 -2.451  0.09
Si 5.150 -0.272 -1.918  0.43
H -1.783 2.558 0.107  0.11
H 3.425 6.902 0.225  0.04
H 4.189 6.997 1.810  0.05
C 0.067 -3.151 1.342  -0.21
H 3.376 1.473 -2.472  0.03
H -3.194 1.446 -0.892  0.07
H 6.459 1.851 -1.996  0.04
C 6.497 0.937 -1.398  -0.18
H 5.829 3.463 1.822  0.03
H 4.140 -2.333 -0.928  0.03
N -0.340 -2.675 -0.001  -0.05
H 7.488 0.503 -1.541  0.05
H 2.184 -0.624 1.522  0.03
C 1.954 4.461 1.960  -0.19
C 3.475 0.668 -1.743  -0.50
Te 3.399 1.566 0.193  1.50
H 1.723 3.417 2.192  0.01
H 5.879 -2.315 -0.668  0.04
H 1.826 5.035 2.880  0.05
H 0.862 -0.655 2.443  0.11
Si 3.701 4.652 1.269  0.44
C 4.966 3.815 2.393  -0.20
H 1.687 1.680 0.252  -0.06
H 0.265 -3.107 -0.697  0.11
H 2.625 -0.009 -1.837  0.00
C -3.277 -0.185 0.541  -0.23
C 4.151 6.422 0.882  -0.16
C 0.063 1.980 -1.397  -0.32
H 4.547 -1.531 -3.988  0.04
C 1.391 -2.503 1.700  -0.20
H 1.213 4.825 1.245  0.04
H -2.207 -0.656 2.166  0.12
H 0.165 -4.237 1.385  0.13
H 2.158 -2.830 0.996  0.12
H 4.682 3.638 -0.847  0.02
H 5.385 -0.027 -4.380  0.04
C -1.672 1.263 1.819  -0.17
N -2.047 -0.086 1.342  -0.12
H 4.542 2.962 2.929  0.02
H 2.932 3.860 -1.064  0.02
C 3.711 3.592 -0.351  -0.48
H -0.637 1.309 -3.364  0.08
H 1.698 -2.810 2.700  0.13
H -4.108 0.339 1.028  0.14
S -1.697 -0.157 -1.832  0.94
C 5.354 -0.863 -3.679  -0.17
H 6.292 -1.411 -3.783  0.04
C 4.986 -1.688 -0.675  -0.19
H 5.133 6.495 0.410  0.04
H 1.032 1.724 -1.833  0.07
C -1.036 1.462 -2.362  -0.37
H -0.553 2.989 1.271  0.11
H 4.849 -1.312 0.344  0.01
C -1.005 2.134 0.752  -0.23
H -2.542 1.805 2.208  0.13
H -3.541 -1.243 0.494  0.12
H 5.342 4.509 3.146  0.04
H -0.699 -2.851 2.058  0.12
N -0.011 1.419 -0.056  -0.34
H -1.269 -3.028 -0.210  0.11
N 1.259 -1.028 1.585  -0.02
Cr -0.138 -0.538 -0.025  0.53
H 0.008 3.075 -1.370  0.13


Here is C16H44F3GaN6O4P3 as an isolated structure in a non-equilibrium geometry from the Open Molecules 2025 dataset. Energies are from ωB97M-V with the def2-TZVPD basis set.

Results
- frontier orbital gap (eV) = 4.455
- net charge = -1
- electronic energy (Ha) = -4513.6949
- LUMO energy (Ha) = 0.052

Each line ends with the Löwdin charge.
Atoms and positions in Å:
F -1.493 -3.951 2.888  0.04
N -4.621 0.769 -3.377  -0.35
H 8.270 -2.726 1.183  0.07
H -7.526 3.349 -0.355  0.07
N 7.782 1.030 1.160  -0.35
H 0.196 0.837 -0.059  -0.11
H 7.652 2.842 0.044  0.08
C 6.337 -2.119 2.710  -0.11
F -1.738 -5.059 0.752  0.04
C 8.074 1.834 -0.032  -0.16
H 7.672 1.359 -0.928  0.07
H 3.590 -0.597 2.403  0.03
C -2.907 -1.588 1.843  -0.22
H 9.155 1.922 -0.183  0.07
H 9.044 -1.368 2.012  0.08
H -2.843 0.115 -2.413  0.07
C -3.063 -3.074 1.315  -0.16
H 6.692 -1.963 3.731  0.09
H -8.480 0.487 -1.699  0.08
O 0.691 -3.334 0.248  -0.44
H -0.173 0.656 2.500  -0.12
H -6.736 -0.322 -5.105  0.09
H 9.373 2.097 2.043  0.08
C 8.403 1.660 2.304  -0.15
C -4.684 1.565 -4.580  -0.15
O 5.548 1.526 0.528  -0.32
H 5.249 -2.056 2.702  0.08
H -6.674 1.946 0.259  0.07
C -8.314 0.232 -2.746  -0.13
H 8.486 -1.222 0.334  0.07
P 1.297 -1.947 1.064  0.63
H -7.271 4.063 -2.467  0.08
F -4.206 -3.383 0.540  -0.01
H -8.736 1.026 -3.370  0.08
H -8.896 -0.678 -2.923  0.07
C -3.411 -0.049 -3.332  -0.12
H -5.733 -1.381 -4.095  0.07
H 6.927 0.554 4.119  0.05
O -4.536 1.273 -1.090  -0.30
H -2.731 0.160 -4.162  0.08
H -3.667 -1.114 -3.382  0.07
C 3.922 0.421 2.625  -0.12
P 6.211 0.300 1.181  0.77
H -5.676 1.951 -4.795  0.05
H -3.980 2.402 -4.541  0.09
C -2.116 -4.044 1.635  -0.20
H -5.751 3.352 -0.300  0.08
C 5.875 0.788 3.980  -0.15
C -6.631 3.242 -2.807  -0.14
H -7.085 2.919 -3.746  0.06
O 1.957 -2.332 2.618  -0.47
H 6.566 -3.156 2.439  0.08
Ga -0.243 -0.182 1.125  0.14
H -7.444 -1.651 -4.190  0.08
H 5.366 0.173 4.734  0.08
H -4.440 0.956 -5.460  0.08
H 1.451 -3.843 -0.087  0.01
H 7.783 2.462 2.720  0.08
N -6.605 2.160 -1.847  -0.35
P -5.643 0.730 -2.013  0.78
H -3.978 -1.209 2.005  0.10
H 8.640 0.923 3.074  0.06
H -2.394 -1.517 2.853  0.10
H 3.464 0.712 3.574  0.09
C -6.632 2.733 -0.496  -0.15
H -2.774 0.235 0.487  0.02
N 6.958 -1.167 1.806  -0.29
C 8.247 -1.639 1.312  -0.14
H 3.505 1.081 1.862  0.07
H -2.194 -1.313 -0.277  0.04
N -6.898 0.051 -3.046  -0.29
C -2.198 -0.720 0.704  -0.36
H -5.633 3.657 -2.986  0.09
C -6.687 -0.860 -4.156  -0.12
H 1.962 -3.308 2.734  0.02
H 5.711 1.841 4.233  0.08
N 5.384 0.481 2.658  -0.35